[1]
C21H43AlFN2O29P2S6 | wB97M-V/def2-TZVPD

Its net charge is -1. As for the molar mass: 1087.89 g mol⁻¹. The calculation puts the gap between HOMO and LUMO at 6.01 eV. As for the lowest unoccupied orbital energy: 0.042 Ha.

```
105
C21H43AlFN2O29P2S6 wB97M-V/def2-TZVPD
H -7.3964 -1.3066 -1.5658
H -1.6218 5.7277 4.5431
O 2.2564 1.2997 -0.5645
O 0.1729 1.9925 3.7962
H -3.7942 -5.0900 -6.4330
H 3.3801 -6.4352 -1.7116
H -2.8384 -2.2921 1.8532
H 3.6306 -6.9476 -3.4035
C -3.4375 -4.0749 -6.2308
O -6.2955 -2.5778 -0.3418
H -1.6706 -1.4747 0.6107
O -6.1439 -5.0487 -0.0115
C -6.4885 -1.9141 -1.5887
H 2.8295 -0.4810 5.4811
H 8.3281 10.2918 -2.4651
C -0.0564 -4.6234 3.0536
C 6.2814 10.8087 -1.8829
O 7.6040 9.1477 -0.8862
C 2.6439 -1.5442 5.0244
H 7.1061 9.0549 -2.8708
H 0.0606 3.9132 6.3690
H -2.8956 -2.3018 -7.3686
C -2.3442 -0.1473 2.4469
Al 0.2307 -1.7628 3.1754
H -7.5471 -3.5048 -2.6282
C -0.6291 -3.8714 -0.3721
C 2.9212 -6.4971 -2.7013
H 2.8498 7.0742 0.7886
C 0.3692 -3.5603 0.9334
O -4.0430 -3.6493 -0.2976
O 0.3413 5.0430 -0.0954
H 1.8830 0.7854 2.7208
H -1.7574 -3.9394 0.0063
F -2.3135 -1.4138 4.7132
C 3.8167 5.1488 0.4900
H -0.5837 -3.0297 -1.1889
H -3.5577 -0.9993 0.5886
H 0.0770 5.9637 5.0401
O -0.2832 4.4412 3.6723
C 1.1481 -2.2227 5.0003
H 1.9543 -4.5717 -2.4026
H -5.6225 -1.2672 -1.7645
S -5.4291 -3.9367 -0.5934
C -0.6863 5.2194 4.7980
H -0.3826 -4.9420 -0.8086
S 6.1771 9.0602 -0.1009
C 2.4374 -5.1397 -3.2042
N 3.7071 -2.2514 4.5087
S 0.7465 -6.8583 -3.8606
S -0.9163 2.9436 3.7920
O -0.4486 0.7135 -0.1162
H 1.1593 -3.3701 5.2265
H 4.1442 7.1009 -0.4411
O 1.7564 -7.3186 -2.6654
H 6.6551 11.7009 -1.3702
O -4.3391 -3.4628 -5.3101
O 1.1889 -5.1260 3.2835
P 1.1487 0.0318 0.0037
H -1.0589 0.2829 4.3095
H 4.5261 4.6983 -0.2123
C -3.4917 -3.2126 -7.4890
O 1.4550 -5.4292 -4.1974
H -1.8630 0.8541 2.0715
O 0.9508 -7.7399 -4.9885
H 0.5392 -1.7154 5.8834
O -4.8586 -2.8292 -7.6201
H -2.4315 -4.1217 -5.8054
S -5.5146 -2.6892 -6.1333
O -2.0422 2.8470 2.8924
P 1.7997 -0.4780 2.0168
O 5.6074 7.7536 -0.3446
O -6.7143 -3.4923 -6.0857
C -1.2867 -5.5561 3.6977
H -0.8615 -6.2659 4.5572
H 3.2488 -4.5450 -3.6324
H 5.7783 11.1052 -2.8072
C -1.4693 -0.6741 3.7275
H -3.4155 0.1550 2.8785
S 1.6419 4.7876 -0.6693
N -0.3318 -3.3583 2.2583
H -1.7582 -6.2286 2.8380
O -5.6007 -3.9997 -2.2134
H -6.3304 -2.6712 -3.6350
C -6.5608 -3.0295 -2.6281
O -1.4831 3.0749 5.3158
C -0.8957 4.2189 5.9315
C -2.6238 -1.2665 1.2824
H -2.1168 -4.8408 4.1091
C 3.3329 6.5062 -0.0130
O 6.3503 9.6087 1.2240
O -0.5542 -6.6029 -3.2867
H 4.2756 5.2106 1.4796
O 1.7010 -3.5545 0.7351
H -0.4576 1.6041 0.3814
O 5.3685 10.1451 -1.0103
H -1.5458 4.6102 6.7177
C 7.4060 9.8079 -2.1343
H 4.5334 -1.5972 4.6473
O 1.8463 3.9060 -1.7973
H 1.7765 1.8565 -1.2460
O 2.6519 4.3273 0.5259
O 1.2837 -1.1422 -1.0637
H -3.1554 -3.7514 -8.3781
O -5.4852 -1.2934 -5.7567
O 2.3505 6.2167 -1.0061
```



[2]
ClIO2S | wB97M-V/def2-TZVPD

As for the molar mass: 226.42 g mol⁻¹. The energy above the lowest of the compared OMol25 structures with the same formula, charge and spin is 5.8 kJ/mol. The calculation puts the gap between HOMO and LUMO at 8.62 eV. As for the lowest unoccupied orbital energy: -0.050 Ha.

```
5
ClIO2S wB97M-V/def2-TZVPD
O 3.3758 -0.3119 -1.9378
S 2.2677 -0.7283 -1.1035
O 2.1322 -0.1514 0.2314
Cl -4.4203 -0.0800 0.6523
I -3.3554 1.2716 2.1576
```



[3]
C42H51N4O3S5SiV | wB97M-V/def2-TZVPD

Its net charge is -1. As for the molar mass: 899.26 g mol⁻¹. The energy above the lowest of the compared OMol25 structures with the same formula, charge and spin is 93.8 kJ/mol. The calculation puts the gap between HOMO and LUMO (alpha / beta) at 5.46 / 5.76 eV. As for the lowest unoccupied orbital energy (alpha / beta): 0.073 / 0.073 Ha. As for the multiplicity: 4.

```
107
C42H51N4O3S5SiV wB97M-V/def2-TZVPD
H 3.1109 3.1764 -1.7047
H 0.0330 -2.1549 -0.6155
C 0.3921 -0.9360 2.6885
C -3.7195 2.2387 1.7517
H 1.9975 1.3613 4.9449
C -1.4541 -4.2369 0.8871
H 4.1277 -3.3680 -0.8769
C 0.6226 1.1592 -2.8733
H -0.8109 -3.8637 -4.7305
H 4.7350 -0.9267 -0.7724
H -1.8300 2.2304 1.7249
C 0.8042 4.1016 3.6068
H -7.0061 2.8116 2.3612
O -2.5470 2.6610 2.2424
H 1.1722 3.6339 4.5137
C -2.6188 -3.5282 -3.6018
C 2.1331 3.0137 -7.1628
H 1.4444 -6.8820 -0.5177
S 3.0387 -0.0253 2.7028
N -1.6401 -0.4262 -1.5824
H -0.2589 -1.8135 2.7035
C 0.4567 1.4081 -7.7644
C 0.3085 -0.0704 6.4875
C 0.2611 1.1082 -6.4262
H 2.9959 4.6017 -0.6520
H -0.4702 0.3685 -6.1256
H -1.0040 4.4571 -1.5822
C 3.7044 -1.2517 -0.7380
H -5.1888 0.2576 -0.5579
C 1.8316 -1.3544 2.9685
H 1.9383 -1.7047 3.9950
C 2.7079 -0.3027 -0.6823
H -1.8936 -3.8445 1.8058
H -0.5140 -7.7662 -1.7151
H -2.2517 -4.2462 -2.8698
C 0.0766 4.3922 -1.7439
H 0.5225 -3.4643 1.2775
C 0.1033 5.2971 3.6882
C 0.7974 1.4447 -4.0507
H 1.5457 2.5494 2.3422
H -0.0762 5.7644 4.6496
H 1.5447 2.5962 -9.1877
H -0.5350 5.7444 0.4035
S -0.4943 -1.8360 -3.5242
H -0.1282 0.8960 -8.5193
S -0.3104 0.3131 3.7818
H -7.2349 1.1856 0.4920
C -1.7990 -1.3421 -2.4582
C -3.8407 1.3213 0.6947
H 4.2103 -0.6874 4.6993
H 2.5105 3.2277 -5.0577
C -2.6339 0.7478 0.0442
H -4.7487 3.4772 3.1460
C -1.4736 -3.0396 -4.4658
Si 0.8934 3.1916 -0.5037
H -0.0627 -0.4849 7.4277
H 0.2033 1.0134 6.5552
C 1.0012 1.7567 -5.4298
C 1.6633 -4.3950 -0.8838
C 3.7405 0.2344 4.3499
H 0.0371 -6.8241 0.5495
C 1.0192 3.4990 2.3750
H -0.2563 -1.6648 5.1478
C -4.8756 2.7660 2.3403
C 0.4743 -6.4090 -0.3607
H 4.5466 0.9464 4.1612
C 1.0898 -1.9351 -0.6301
H -0.9368 6.8036 2.5699
H 2.1043 -2.1805 2.3052
C -0.4200 -6.6901 -1.5579
C -0.1446 5.2686 1.2956
C -0.3758 5.8767 2.5235
H 2.8638 3.7621 -7.4453
H -1.8372 -2.5675 -5.3786
H 2.9194 0.7589 -0.6786
O 2.3025 -5.0602 -1.6895
H -1.6949 -3.5426 0.0800
C 2.0320 -2.9480 -0.6969
S -3.3594 -2.1283 -2.7237
H 0.3005 -0.4954 1.6922
C 3.3755 -2.5987 -0.7720
V 0.0230 0.7992 -0.9547
H 3.3488 3.0172 0.0425
H -1.5720 -0.5837 5.5951
N 1.3961 -0.6221 -0.6458
H -1.4192 -6.2808 -1.4107
C 2.8063 0.8068 5.4156
C -6.2555 1.4796 0.8463
H -1.9414 -5.1883 0.6682
H 0.4891 5.4041 -1.6666
C -6.1238 2.3899 1.8941
C -5.1187 0.9607 0.2607
C 0.0506 -4.4134 1.0529
S 2.0688 -0.4904 6.4650
H 0.2526 -5.0717 1.9052
N 0.6989 -4.9857 -0.1186
H 0.0148 -6.2512 -2.4557
C 2.7676 3.5338 -0.7291
C 1.9403 2.7177 -5.8233
C -0.5136 -0.6195 5.3267
O -1.4714 1.0920 0.4860
N -2.8411 -0.0578 -0.9684
C 0.5625 4.0675 1.1807
H -3.3981 -4.0054 -4.1964
H 3.3629 1.4813 6.0673
C 1.3941 2.3613 -8.1413
H 0.2309 4.0308 -2.7624
```



no.,DFT total energy (eV)
1,-177727.3134
2,-35552.6209
3,-144228.2206